The following is a quantum chemistry calculation of a structure of composition C13H30IN2O2 in a non-equilibrium geometry, from the Open Molecules 2025 dataset.

## Properties
HOMO	-1.993	eV
charge	-1
gap between HOMO and LUMO	5.0388	eV
spin multiplicity	1
E	-29131.611	eV

Last column: Löwdin charge in e.
Cartesian coordinates (Å):
H  0.60343  1.65631  -3.60166  0.062
H  -2.97067  -0.56192  -0.08799  0.090
H  1.83780  0.47780  6.29129  0.065
C  -0.43645  1.86228  -3.34803  -0.015
H  1.29054  -0.60868  4.01293  0.115
H  -0.90253  2.08603  -4.30761  0.062
H  -2.67106  -1.79917  -1.37646  0.053
N  -0.75399  0.44968  -1.38199  -0.093
H  -0.75447  -1.26349  1.56232  0.107
H  3.13776  1.43256  1.78923  0.059
H  3.18213  -0.70591  1.44030  0.085
H  1.89222  1.82377  0.96029  -0.101
H  -2.97646  -0.55642  -2.90833  0.049
N  2.19078  1.75735  1.92286  -0.199
H  -0.75450  -0.85129  -4.50219  0.109
O  1.17158  1.45112  4.54442  -0.194
C  0.97200  1.02591  5.91971  -0.119
H  1.88736  -0.38824  0.27460  0.088
H  2.76549  0.31948  4.13128  0.117
H  0.76231  -0.44030  -3.76237  0.109
C  -0.41673  -1.96376  -2.87016  -0.232
H  0.16280  0.30973  6.06247  0.075
H  0.98820  -1.61282  -1.51298  0.121
H  -2.70744  0.54999  -4.33191  0.067
H  1.69656  -1.53160  1.33763  0.070
H  -0.41216  1.96973  -0.35997  -0.442
H  0.87262  1.91739  6.53898  0.079
H  -1.39855  -2.36211  -3.12597  0.100
C  -0.18642  -0.83661  0.73577  -0.131
C  -0.88608  -0.84271  -0.65846  -0.439
H  -3.21071  1.14572  -2.86642  0.073
C  2.11281  -0.52423  1.33233  -0.109
C  1.47153  0.55603  2.28315  -0.573
H  0.84882  -1.17766  0.74312  -0.040
C  -1.04565  0.48751  -2.78203  -0.463
C  -2.31320  -1.35301  -0.44857  -0.033
I  -0.05044  2.32318  1.08051  1.144
H  0.28409  -2.68245  -3.29495  0.105
C  -2.54758  0.37915  -3.26732  -0.035
H  0.42530  0.75213  2.04854  -0.120
H  -0.16613  0.20220  1.06525  -0.076
H  -0.13822  -2.91923  -1.06684  0.126
C  -0.06153  -1.88636  -1.40656  -0.149
C  1.74306  0.34870  3.75459  -0.173
H  -2.37256  -2.07688  0.36419  0.071
O  -1.22451  1.59127  -0.70412  -0.370
H  -0.65217  2.69650  -2.68046  0.070
C  -0.28895  -0.62649  -3.54259  -0.163

The following is a quantum chemistry calculation of a structure of composition C13H30LiN2O7 in a non-equilibrium geometry, from the Open Molecules 2025 dataset.

## Properties
HOMO	-2.283	eV
charge	-1
gap between HOMO and LUMO	4.6874	eV
spin multiplicity	1
E	-31486.005	eV

Last column: Löwdin charge in e.
Cartesian coordinates (Å):
O  -2.81461  3.01466  1.39210  -0.187
O  -0.28138  -2.97558  -1.06884  -0.265
C  -1.10625  -0.93029  2.22264  -0.200
H  3.21262  0.69556  2.23801  0.088
H  0.52706  -3.33450  4.93649  0.081
N  -1.41059  -0.38507  0.88769  -0.066
C  2.36459  1.14530  -0.13803  -0.227
H  2.87239  0.15911  -5.91607  0.088
H  -0.62169  1.48042  1.26894  0.118
O  1.76808  0.29739  0.80397  -0.240
H  1.25413  0.31770  -6.57483  0.088
H  -3.90051  4.67144  1.87340  0.083
O  1.71080  -2.86292  -0.10368  -0.266
C  0.51814  -2.79853  3.98869  -0.123
C  1.89957  0.61198  -5.73245  -0.118
H  1.33583  -3.15827  3.35003  0.102
C  -0.83334  -2.43523  2.10322  -0.203
H  -1.91500  -0.75661  2.94706  0.116
C  -3.85055  3.60810  2.11480  -0.142
O  -0.71977  -3.04747  3.37417  -0.177
C  1.38009  1.36645  -1.27379  -0.205
H  0.68813  -1.73624  4.21046  0.070
C  -2.77066  1.60764  1.59781  -0.220
H  -0.99090  0.81228  -2.33729  0.108
H  3.31105  0.73170  -0.50781  0.133
H  -0.57340  0.62596  -4.82830  0.125
H  0.55085  2.00161  -0.95294  0.110
H  -3.67033  1.16922  1.13656  0.130
H  0.42375  1.83812  -3.96581  0.114
H  -3.66874  3.54777  3.19826  0.087
H  -1.59041  1.42425  -0.16241  0.102
N  0.89805  0.07427  -1.76407  -0.074
H  1.97285  1.70453  -5.71985  0.084
H  -2.77529  1.38042  2.66810  0.118
Li  0.44285  -1.25453  -0.20493  0.573
C  -1.55495  1.06950  0.87076  -0.209
C  2.65359  -0.14777  1.81425  -0.079
H  -4.82632  3.16663  1.87737  0.086
H  -0.21406  -0.41435  2.58834  0.098
H  2.59600  2.12747  0.30881  0.124
O  1.40565  0.10995  -4.52098  -0.182
H  2.03591  -0.58294  2.59782  0.066
H  0.08737  -2.61202  1.52364  0.092
H  -1.63832  -2.90467  1.53931  0.132
H  3.32505  -0.91649  1.42684  0.101
C  0.81595  -3.62187  -0.70756  -0.981
H  1.89666  1.95778  -2.05200  0.119
O  0.97929  -4.85245  -0.90473  -0.127
C  -0.20020  0.18297  -2.75552  -0.172
H  -0.58532  -0.83599  -2.85365  0.119
H  -2.30357  -0.79910  0.62936  0.122
H  1.65291  -0.29764  -2.34162  0.120
C  0.23695  0.76030  -4.10174  -0.237

The following is a quantum chemistry calculation of a structure of composition C13H30O13Zr in a non-equilibrium geometry, from the Open Molecules 2025 dataset.

## Properties
HOMO	-8.082	eV
gap between HOMO and LUMO	8.7417	eV
spin multiplicity	1
E	-41864.782	eV

Last column: Löwdin charge in e.
Cartesian coordinates (Å):
H  2.50151  -2.88040  1.72750  0.064
H  4.25694  -0.50827  1.36334  0.094
H  5.39207  0.65647  1.81039  0.093
O  -4.18489  0.88480  -0.00125  0.057
H  2.82718  0.75490  -3.65998  0.109
H  -0.16632  -0.01645  3.68645  0.095
C  3.42198  1.57814  -3.26427  -0.028
H  -1.56664  -0.12298  4.73164  0.092
H  -1.78735  3.77736  1.40170  0.088
H  -5.29537  -0.94471  -0.16887  0.103
H  -2.61759  -2.38741  -2.44058  0.052
O  -0.75604  -1.26675  1.17612  -0.016
C  0.87080  2.25947  2.17678  -0.213
H  -3.61500  -1.10783  0.46959  0.090
H  -1.75687  0.71115  3.17766  0.092
O  4.16469  1.10407  -2.19731  0.028
C  -3.03398  1.43662  0.02220  -0.531
O  1.82789  -1.80004  0.12290  -0.480
H  -1.30781  3.36677  -0.39349  0.100
C  -1.41673  -4.07094  0.84194  0.023
H  -1.56970  2.46876  -2.82341  0.058
O  0.02197  1.27162  -2.15418  -0.466
H  -2.10661  -3.51161  0.21003  0.084
O  -3.19433  2.80630  0.18966  -0.011
H  -1.17763  -3.32772  -2.45081  0.060
H  -0.46782  -4.23713  0.33198  0.089
H  -3.82250  -0.79764  -1.15488  0.086
H  1.09679  3.09514  1.51444  0.063
C  3.63869  0.80353  -1.04514  -0.556
H  -1.83516  -5.06322  1.01047  0.090
C  -0.74375  1.83634  -3.14890  -0.271
C  4.47369  0.55194  1.23267  -0.009
H  -2.40994  4.64769  0.27766  0.091
H  4.21990  1.83576  -3.96072  0.103
H  2.86855  2.45865  -2.93789  0.111
H  -1.24003  -1.95339  -3.56325  0.069
C  -1.25236  -0.10927  3.68803  0.027
O  2.45061  0.74264  -0.78925  -0.028
H  3.80391  1.25124  1.73315  0.094
H  -0.01215  2.56063  2.74051  0.050
C  -1.53909  -2.30712  -2.57657  -0.222
C  -2.05647  3.61967  0.35728  -0.053
O  -1.54099  -1.49056  3.23272  0.025
H  2.19186  -3.93235  0.29194  0.058
H  3.53946  -2.84016  0.36247  0.052
H  1.74865  2.28333  2.82246  0.055
C  -1.11513  -1.95183  2.08773  -0.595
O  -1.92394  0.88820  -0.03238  0.005
H  -0.14866  2.46679  -3.80958  0.062
O  -0.92029  -1.54184  -1.55591  -0.500
Zr  0.37308  -0.14223  -0.48889  2.059
H  -1.26838  1.12409  -3.78574  0.065
C  -4.27810  -0.55410  -0.19508  0.024
O  0.63137  1.17097  1.24452  -0.493
O  -1.29983  -3.28096  2.09438  0.015
O  4.61558  0.67709  -0.17139  0.042
C  2.49027  -2.94323  0.63936  -0.246

The following is a quantum chemistry calculation of a cluster of 3 separate species, C13H30O6S4 in total in a non-equilibrium geometry, from the Open Molecules 2025 dataset.

## Properties
HOMO	-9.125	eV
gap between HOMO and LUMO	8.9140	eV
spin multiplicity	1
E	-69584.454	eV

Last column: Löwdin charge in e.
Cartesian coordinates (Å):
H  3.29717  -0.70702  0.64878  0.063
H  -4.78947  4.74804  -3.96184  0.053
H  -2.12991  3.89353  -2.54817  0.065
H  0.76151  -4.68648  1.81955  0.028
H  -2.33490  -1.28713  0.09595  0.172
H  -5.47648  3.13545  -4.28594  0.051
C  0.78111  -5.46057  1.04929  -0.244
H  0.08032  1.60194  -0.63212  0.095
H  0.27662  -2.37896  -1.95230  -0.117
C  0.12122  2.24814  1.66448  -0.195
H  3.92394  1.33035  2.28187  0.104
S  -4.41133  3.21462  -2.14617  0.826
H  -0.49566  3.12239  2.19410  0.124
H  -2.61510  1.39314  1.26561  0.142
H  2.15111  2.72617  2.59701  0.113
C  -1.62562  -0.59304  0.74573  -0.259
C  -2.92180  4.20128  -1.86065  -0.269
S  0.71305  -4.65741  -0.57132  0.768
C  -4.61362  3.67223  -3.88564  -0.269
H  -1.07027  3.00496  -0.12453  0.090
O  1.99862  -3.90776  -0.75660  -0.568
C  4.04118  1.45375  1.12413  -0.238
H  -0.04363  -6.80901  -1.34223  0.054
C  -1.95848  0.96460  0.36525  -0.123
C  0.82574  -6.17895  -1.54390  -0.260
C  -0.65143  1.94963  0.24480  -0.189
O  -0.15651  -0.68825  4.22829  -0.324
H  0.83859  -5.91189  -2.60391  0.052
C  1.65613  2.80313  1.51342  -0.203
H  1.74500  -6.71577  -1.29635  0.060
S  -0.29162  -1.46612  2.88493  0.893
C  -0.14869  -1.23227  0.43772  -0.596
H  4.53297  -0.04928  -0.64713  0.085
H  2.86156  2.63983  -0.43821  0.119
H  5.11489  -0.64772  1.14299  0.074
C  2.61067  1.94647  0.49280  -0.229
H  -0.08707  -6.11310  1.16987  0.061
H  -2.58999  4.03721  -0.83202  0.025
O  0.78718  -1.02734  1.59314  -0.265
O  -1.78208  -0.87426  2.21170  -0.219
O  -4.01012  1.77024  -2.10435  -0.568
H  -3.15044  5.26038  -2.00024  0.056
H  -2.68135  1.03151  -0.58254  0.098
O  -0.29462  -2.96385  3.33708  -0.323
H  4.90486  2.17283  0.79104  0.106
H  1.63912  3.96597  1.26612  0.113
H  0.12522  1.35689  2.42253  0.090
H  1.70229  -6.04081  1.14101  0.063
S  0.56121  -1.16672  -1.30410  0.755
H  -3.72037  3.39700  -4.45133  0.059
H  2.05985  1.00253  0.07460  0.058
C  4.30339  -0.07986  0.51036  -0.142
H  -0.36398  -2.40060  0.55746  0.086

The following is a quantum chemistry calculation of a structure of composition C13H31AuN5OS2, from the Open Molecules 2025 dataset.

## Properties
HOMO (alpha / beta)	-18.017 / -18.143	eV
charge	+3
gap between HOMO and LUMO (alpha / beta)	9.6819 / 5.2674	eV
spin multiplicity	3
E	-48817.844	eV

Last column: Löwdin charge in e.
Cartesian coordinates (Å):
H  -1.95232  3.14537  2.41462  0.106
H  0.56944  2.13054  -1.14330  0.044
H  3.90569  -0.00404  -1.78290  0.094
H  -4.52554  1.63605  -0.41898  0.112
H  4.04537  0.61391  2.28255  0.146
H  3.30215  -1.63379  1.79183  0.106
C  -2.29680  2.12067  2.27648  -0.362
O  1.23532  0.70182  0.86024  -0.143
S  -0.33292  -0.53453  -1.90260  0.765
H  -2.81475  -1.40088  3.61860  0.154
H  2.54078  -3.07193  -3.12091  0.115
H  -0.74196  -0.76920  3.03835  0.133
H  -2.44872  -2.72113  1.63467  0.140
C  1.81093  -2.55764  -2.49908  -0.033
N  2.23144  -1.15378  -2.36708  -0.169
H  1.42965  3.13622  -2.30638  0.111
H  -0.04498  2.30222  -2.81462  0.105
C  -1.37163  1.17047  3.03437  -0.215
H  2.98819  0.54259  -4.17632  0.100
H  -2.63106  -2.03057  -0.43692  0.128
C  -3.93534  0.98810  0.23061  -0.363
H  -4.44019  0.94621  1.19175  0.088
C  -3.80004  -0.36959  -0.42506  -0.214
C  2.28499  -1.24613  1.84165  0.020
C  -2.76054  -0.86347  2.67093  -0.150
H  -3.50534  -0.24878  -1.46775  0.124
H  3.61467  1.84252  -3.12597  0.111
H  -4.11027  -2.14390  1.60784  0.152
H  3.20906  1.96793  1.60394  0.146
H  -1.64083  1.20203  4.09323  0.150
S  -2.34334  1.85466  0.46933  1.026
C  0.84695  2.22638  -2.18945  -0.045
H  -3.50977  -0.07925  2.72394  0.106
N  3.24152  0.97592  1.79238  0.238
H  -3.32815  2.08317  2.62387  0.095
H  4.05825  -1.76041  -1.59116  0.109
C  2.72822  1.42274  -3.59784  0.011
H  2.30677  2.16316  -4.27500  0.116
H  -0.33995  1.50580  2.93875  0.117
H  1.95551  -1.36203  2.87703  0.106
C  3.68499  -0.96579  -2.23640  -0.004
H  0.84297  -2.63390  -2.98498  0.071
N  -1.42594  -0.22217  2.52109  -0.139
H  4.18817  -1.04730  -3.19854  0.113
N  1.68563  1.09512  -2.60310  -0.161
Au  -0.78782  -0.18280  0.36279  0.832
H  1.63944  -1.83556  1.19357  0.070
H  1.77902  -3.04577  -1.52429  0.099
C  1.37376  -0.15058  -2.29563  -0.614
C  -3.06605  -1.82708  1.54272  -0.139
N  -2.78927  -1.25500  0.20198  -0.134
H  -4.77866  -0.85813  -0.41606  0.153
C  2.22331  0.20150  1.46123  -0.527

The following is a quantum chemistry calculation of a cluster of 4 separate species, C13H31IO8S in total in a non-equilibrium geometry, from the Open Molecules 2025 dataset.

## Properties
HOMO	-9.452	eV
gap between HOMO and LUMO	9.2939	eV
spin multiplicity	1
E	-49289.918	eV

Last column: Löwdin charge in e.
Cartesian coordinates (Å):
H  -2.86604  -4.43376  3.00372  0.076
H  -2.86996  -2.58179  0.01739  0.095
H  -2.21286  0.41978  -1.22292  0.128
S  2.38584  4.56162  -2.23704  0.857
O  4.03287  4.12032  -2.20506  -0.343
H  7.16268  3.80952  0.86362  0.080
H  -1.90893  -3.21315  -2.31920  0.092
H  2.13003  -0.14106  0.70178  0.124
H  2.16265  1.79928  0.49177  0.124
H  0.26015  0.62882  -1.62919  0.108
H  2.59887  1.32782  -3.46198  0.103
C  -1.82291  -0.67933  -0.96326  -0.211
C  -4.24687  -1.51770  -1.61305  -0.216
C  6.43277  3.25008  0.27353  -0.165
H  2.61931  -0.39453  -1.95841  0.138
H  -1.09627  -0.05264  1.17956  0.119
H  -4.46104  -0.36261  -1.82476  0.132
C  -1.93622  -3.86709  2.91108  -0.157
O  -3.70124  -2.05355  -2.88476  -0.266
H  -3.05994  -4.05740  -3.61187  0.099
H  5.44767  3.33867  0.73756  0.085
H  5.13188  2.10502  -2.29700  0.114
C  1.86792  0.76604  -0.02781  -0.196
C  -3.04030  -3.36771  -2.66331  -0.128
C  -4.82670  -1.50744  5.89422  -0.158
H  -1.28261  -4.35967  2.18735  0.079
H  -3.65952  -0.94368  0.51272  0.125
H  -5.26358  -2.00127  -1.28636  0.123
C  -0.61399  -0.45245  0.16896  -0.194
H  3.92765  0.55050  -0.97848  0.122
H  0.03950  -1.41678  0.31304  0.114
C  -3.11306  -1.50512  -0.38402  -0.196
C  0.28513  0.79724  -0.44629  -0.225
I  4.34713  2.90266  -4.81744  0.874
O  1.92520  5.25188  -3.57640  -0.347
H  -5.82902  -1.08974  6.01718  0.078
H  7.67968  1.83685  -0.18152  0.085
H  -4.18834  -0.01855  4.82897  0.089
C  2.80190  0.62305  -1.36285  -0.153
H  -1.43093  -3.81477  3.87848  0.075
H  -2.80447  -2.14587  3.11744  0.058
O  -2.22337  -2.55772  2.45556  -0.153
H  -3.55672  -3.93106  -1.74633  0.103
H  6.39061  3.64596  -0.74419  0.064
O  6.80235  1.88394  0.23499  -0.137
O  1.77923  5.40693  -1.09176  -0.298
H  -1.34331  -1.12218  -1.93930  0.109
H  -0.23129  1.85778  -0.28957  0.131
C  4.18257  2.70592  -2.62295  -0.597
O  -4.23653  -0.98341  4.71885  -0.136
C  2.74999  1.86858  -2.41415  -0.346
H  -4.20677  -1.25534  6.75797  0.078
H  -4.89593  -2.59395  5.80297  0.082
O  1.78513  2.96305  -2.26747  -0.243